Entry 1:
{"formula": "C7H11N", "method": "wB97M-V/def2-TZVPD", "e_above_lowest_kcal_mol": 57.38, "e_homo_ev": -8.744, "homo_lumo_gap_ev": 9.813, "e_lumo_ev": 1.069, "symbols": ["C", "C", "C", "C", "C", "C", "C", "H", "H", "H", "H", "H", "H", "H", "H", "H", "H", "H", "N"], "xyz": [[-0.71961, 0.02550, 0.07814], [-0.56052, 1.25802, -0.87222], [0.69742, 1.40092, 0.03678], [1.55759, 0.21916, -0.31698], [0.47024, -0.84996, -0.16937], [0.78171, -2.14767, -0.18560], [-0.06233, 0.98640, 1.21021], [-2.79619, -0.34578, 0.44190], [-2.05457, -1.54927, -0.49106], [-1.35865, 2.00169, -0.74474], [-0.46520, 1.10850, -1.94746], [1.19832, 2.31872, 0.07220], [2.33366, 0.09421, 0.43726], [2.08817, 0.17148, -1.27942], [1.76748, -2.56027, -0.50132], [0.04026, -2.98921, 0.04575], [0.30398, 0.34863, 1.98390], [-0.81673, 1.74716, 1.57877], [-1.88965, -0.81429, 0.24551]], "mulliken_charge": [0.369, -0.770, -0.356, -0.821, 0.288, -0.961, -0.621, 0.229, 0.229, 0.322, 0.309, 0.542, 0.318, 0.368, 0.273, 0.272, 0.336, 0.312, -0.638]}

Entry 2:
{"formula": "C7H11N2", "method": "wB97M-V/def2-TZVPD", "charge": 1, "e_above_lowest_kcal_mol": 40.77, "e_homo_ev": -13.587, "smiles": "CC1=CN=C[NH+]=C[C@@H]1C", "homo_lumo_gap_ev": 8.826, "e_lumo_ev": -4.761, "symbols": ["C", "C", "C", "N", "C", "N", "C", "C", "C", "H", "H", "H", "H", "H", "H", "H", "H", "H", "H", "H"], "xyz": [[-1.47252, -1.56167, 0.47190], [-0.24527, -0.89034, -0.00061], [0.96746, -1.50848, -0.06955], [2.12269, -0.95230, -0.46617], [2.51408, 0.23466, -0.25913], [1.81473, 1.14243, 0.54742], [0.50659, 1.17136, 0.59653], [-0.28804, 0.56234, -0.49931], [-1.67173, 1.16418, -0.67107], [-1.88456, -1.06115, 1.34729], [-1.26792, -2.59489, 0.74004], [-2.24298, -1.53950, -0.29778], [1.04880, -2.57445, 0.10474], [3.49126, 0.53968, -0.60393], [2.36660, 1.65920, 1.23175], [0.00947, 1.61538, 1.44972], [0.27391, 0.62888, -1.43939], [-2.22118, 1.19276, 0.26472], [-2.24174, 0.59246, -1.39695], [-1.57964, 2.17946, -1.05022]], "mulliken_charge": [-1.464, 0.637, -0.305, -0.391, -0.302, -0.007, -0.158, 0.493, -1.759, 0.336, 0.411, 0.318, 0.447, 0.395, 0.338, 0.406, 0.386, 0.392, 0.381, 0.445]}

Entry 3:
{"formula": "C7H11N2", "method": "wB97M-V/def2-TZVPD", "charge": 1, "e_above_lowest_kcal_mol": 91.94, "e_homo_ev": [-13.205, -13.205], "smiles": "CC1=CN=C[NH+]=C[C@@H]1C", "homo_lumo_gap_ev": [7.715, 7.715], "e_lumo_ev": [-5.490, -5.490], "symbols": ["C", "C", "C", "N", "C", "N", "C", "C", "C", "H", "H", "H", "H", "H", "H", "H", "H", "H", "H", "H"], "xyz": [[1.45917, -0.98681, 1.56695], [0.99553, 0.01226, 0.60588], [1.30071, 1.27015, 0.60465], [0.80543, 2.27702, -0.17782], [0.19328, 2.35390, -1.28395], [-0.21654, 1.35125, -2.21101], [-0.26052, 0.07571, -2.03368], [0.01377, -0.59791, -0.52812], [-1.49997, -0.59784, 0.04405], [0.98046, -0.73632, 2.57403], [2.46225, -0.87995, 1.68758], [1.16757, -1.92417, 1.15617], [2.09805, 1.54495, 1.21135], [-0.07370, 3.35745, -1.66836], [-0.66203, 1.69936, -3.04175], [-0.52937, -0.49463, -2.92831], [0.39394, -1.61307, -0.80337], [-1.78794, 0.44224, 0.05921], [-1.41241, -0.93606, 1.04698], [-2.34304, -0.89514, -0.67082]], "mulliken_charge": [-1.674, 0.609, -0.212, -0.397, -0.087, -0.007, -0.253, -0.305, -1.058, 0.317, 0.538, 0.391, 0.478, 0.346, 0.317, 0.467, 0.436, 0.378, 0.369, 0.345]}

Entry 4:
{"formula": "C7H11N2", "method": "wB97M-V/def2-TZVPD", "charge": 1, "e_above_lowest_kcal_mol": 37.99, "e_homo_ev": [-11.331, -14.203], "homo_lumo_gap_ev": [8.005, 7.052], "e_lumo_ev": [-3.327, -7.151], "spin_multiplicity": 3, "symbols": ["C", "C", "C", "C", "C", "C", "C", "N", "N", "H", "H", "H", "H", "H", "H", "H", "H", "H", "H", "H"], "xyz": [[-0.08171, -1.93721, -0.12524], [1.21225, -1.27971, -0.10044], [3.61081, 0.34743, 0.27557], [2.39749, 0.80536, -0.14814], [-1.65995, -0.06602, 0.02861], [-2.15635, 0.55731, -1.20335], [-2.08257, 0.75129, 1.21584], [-1.12057, -1.18665, 0.00468], [1.28371, 0.00348, -0.18296], [-0.07146, -3.07721, -0.16928], [1.92532, -2.08909, -0.14393], [4.31878, 1.07083, 0.42316], [4.00910, -0.60854, 0.46632], [2.05146, 1.75702, -0.37877], [-1.75476, 1.52767, -1.30020], [-3.28402, 0.40997, -1.27233], [-1.92399, 0.17310, -2.15965], [-1.37020, 0.82105, 2.11312], [-2.98916, 0.27390, 1.75679], [-2.31417, 1.74604, 0.90020]], "lowdin_spin": [0.123, 0.373, 0.523, 0.207, 0.031, 0.022, 0.018, 0.257, 0.357, 0.004, 0.022, 0.032, 0.028, 0.002, 0.001, 0.000, 0.000, 0.000, -0.001, 0.001]}

Entry 5:
{"formula": "C7H11N2O", "method": "wB97M-V/def2-TZVPD", "charge": 1, "e_above_lowest_kcal_mol": 146.52, "e_homo_ev": [-11.946, -14.676], "homo_lumo_gap_ev": [7.713, 6.015], "e_lumo_ev": [-4.233, -8.661], "spin_multiplicity": 3, "symbols": ["C", "C", "C", "C", "C", "C", "C", "N", "N", "O", "H", "H", "H", "H", "H", "H", "H", "H", "H", "H", "H"], "xyz": [[-0.43401, 0.44072, -0.07835], [-1.12532, -0.91046, -0.02232], [-2.85390, -0.68747, -0.20900], [2.51402, -1.65613, 0.50216], [-1.46628, 2.57833, -0.42277], [1.08064, 0.46505, -0.04158], [1.48750, -0.91144, -0.31842], [-2.12165, -1.11587, 0.88636], [-1.39227, 1.21530, -0.25662], [-1.97797, -1.25958, -1.04043], [2.05261, -1.95704, 1.48373], [3.06077, -2.51081, -0.00940], [3.26023, -0.81689, 0.66102], [-0.57040, 3.09949, -0.13304], [-1.75641, 2.58865, -1.52235], [-2.41989, 2.86996, 0.09586], [1.44907, 1.14649, -0.77419], [1.20573, 0.87314, 1.02197], [0.47864, -1.48073, -0.25996], [1.75358, -1.12361, -1.40080], [-2.22467, -0.84713, 1.83813]], "lowdin_spin": [0.054, 0.559, 0.544, 0.016, 0.037, 0.024, 0.134, 0.175, 0.254, 0.121, 0.004, 0.000, 0.009, 0.012, 0.001, 0.011, 0.003, -0.001, 0.037, 0.003, 0.002]}

Entry 6:
{"formula": "C7H11N2O2", "method": "wB97M-V/def2-TZVPD", "charge": -1, "e_above_lowest_kcal_mol": 106.26, "e_homo_ev": -3.903, "homo_lumo_gap_ev": 7.070, "e_lumo_ev": 3.166, "symbols": ["C", "C", "C", "C", "C", "C", "C", "N", "N", "O", "O", "H", "H", "H", "H", "H", "H", "H", "H", "H", "H", "H"], "xyz": [[0.46679, 1.18791, -2.37457], [0.56208, 0.66776, -0.83100], [-0.19614, 0.17453, 2.74641], [-0.10152, -0.75187, -0.57882], [0.34539, 1.26945, 3.58838], [0.38702, -1.84461, -1.52874], [-1.55692, -0.67973, -0.68294], [0.07910, -0.37283, 1.73214], [0.16238, -1.10497, 0.78802], [-0.57728, 0.99041, -2.96518], [1.54817, 1.72642, -2.74237], [0.20672, 1.55566, -0.26093], [1.70327, 0.58134, -0.55377], [0.66426, 2.12185, 2.90735], [1.08456, 0.79430, 4.22877], [-0.42669, 1.87798, 4.07691], [1.15285, -1.47954, -2.32795], [-0.43713, -2.13413, -2.13222], [0.70643, -2.71855, -1.01261], [-1.76500, -0.49293, -1.77409], [-1.96380, 0.17102, -0.01945], [-2.04457, -1.53946, -0.28335]], "mulliken_charge": [0.411, -0.863, 0.202, 2.205, -0.750, -1.619, -1.925, 0.602, -1.443, -0.661, -0.754, 0.256, 0.261, 0.217, 0.263, 0.279, 0.249, 0.325, 0.501, 0.411, 0.310, 0.522]}

Entry 7:
{"formula": "C7H11N2S", "method": "wB97M-V/def2-TZVPD", "charge": 1, "e_above_lowest_kcal_mol": 89.40, "e_homo_ev": -11.714, "homo_lumo_gap_ev": 6.595, "e_lumo_ev": -5.119, "symbols": ["C", "C", "C", "C", "C", "C", "C", "N", "N", "S", "H", "H", "H", "H", "H", "H", "H", "H", "H", "H", "H"], "xyz": [[1.92754, -1.07996, 1.17482], [2.34367, 0.22182, 1.24458], [2.52146, -0.77355, -0.99673], [2.03061, -1.66096, -0.07761], [-0.53038, 0.71773, 0.07748], [-2.89297, 0.75447, 0.37048], [-1.99193, -0.73101, -1.18601], [-1.89042, 0.39094, -0.29833], [-0.23218, 1.91447, 0.38344], [2.81308, 0.81866, -0.24007], [1.58045, -1.60044, 2.04095], [2.48382, 0.89842, 2.12592], [2.86288, -0.94012, -1.99320], [-3.87981, 0.37021, 0.07712], [1.55117, -2.59243, -0.34335], [-2.87839, 1.30297, 1.26136], [-1.30931, -1.49651, -0.86235], [-2.99077, -1.08609, -1.49338], [-1.35779, -0.24775, -2.12878], [0.74297, 2.14259, 0.57283], [-0.90369, 2.67653, 0.29082]], "mulliken_charge": [-0.255, -0.419, -0.399, -0.550, -0.065, -0.171, -0.735, 0.136, -0.127, -0.107, 0.411, 0.413, 0.469, 0.246, 0.461, 0.339, 0.310, 0.334, 0.288, 0.177, 0.244]}

Entry 8:
{"formula": "C7H11N2S", "method": "wB97M-V/def2-TZVPD", "charge": 1, "e_above_lowest_kcal_mol": 15.97, "e_homo_ev": -11.767, "homo_lumo_gap_ev": 8.073, "e_lumo_ev": -3.695, "symbols": ["C", "C", "C", "C", "C", "C", "C", "N", "N", "S", "H", "H", "H", "H", "H", "H", "H", "H", "H", "H", "H"], "xyz": [[-2.64411, -2.96502, 0.45936], [-2.94575, -1.80441, 1.08763], [-1.69440, -2.92662, -0.59852], [-2.05169, -0.77672, 1.01204], [-0.78300, -1.92649, -0.68012], [-0.95494, -0.86026, 0.21967], [3.13544, 2.84232, -0.20462], [2.08411, 3.54153, 0.20959], [3.22878, 1.52660, -0.27165], [0.02576, 0.64566, -0.15524], [-3.34353, -3.82728, 0.67587], [-3.71624, -1.70905, 1.75848], [-1.44563, -3.73867, -1.28204], [-2.19811, 0.25321, 1.53173], [-0.08106, -1.98167, -1.42058], [3.83852, 3.60592, -0.66236], [1.94258, 4.52841, 0.06273], [1.17432, 3.22479, 0.52055], [3.93268, 0.98210, -0.68185], [-0.00540, 0.44645, -1.55155], [2.50167, 0.91923, -0.02913]], "mulliken_charge": [-0.508, -0.491, -0.390, -0.225, -0.584, 0.715, 0.333, -0.261, -0.176, -0.501, 0.305, 0.440, 0.321, 0.197, 0.462, 0.309, 0.268, 0.211, 0.259, 0.213, 0.101]}

Entry 9:
{"formula": "C7H11N3", "method": "wB97M-V/def2-TZVPD", "e_above_lowest_kcal_mol": 0.00, "e_homo_ev": -9.105, "smiles": "[H]/N=C(/C(C)C)n1ccnc1", "homo_lumo_gap_ev": 9.900, "e_lumo_ev": 0.795, "symbols": ["H", "N", "C", "C", "C", "C", "N", "C", "C", "N", "C", "H", "H", "H", "H", "H", "H", "H", "H", "H", "H"], "xyz": [[0.43595, 2.26403, -0.96731], [-0.35328, 1.76673, -0.62941], [-0.11141, 0.67137, -0.05847], [-1.16462, -0.32004, 0.22772], [-2.30787, 0.20996, 1.10641], [-1.81877, -1.04607, -1.09325], [1.26970, 0.27167, 0.21556], [2.33220, 1.07621, -0.07204], [3.43871, 0.26928, -0.00014], [3.12694, -1.03436, 0.23323], [1.82032, -0.98073, 0.41214], [-0.71521, -1.07414, 0.78629], [-2.85228, 1.05236, 0.66692], [-1.92759, 0.48118, 2.10693], [-3.01148, -0.66770, 1.27133], [-2.31078, -0.32858, -1.78681], [-2.46184, -1.86778, -0.85807], [-1.00661, -1.55341, -1.61203], [2.11830, 2.10616, -0.30442], [4.40189, 0.55819, -0.14783], [1.09774, -1.85432, 0.50326]], "mulliken_charge": [0.206, -0.636, 0.548, 0.674, -1.508, -1.324, 0.148, -0.316, -0.629, -0.597, 0.058, 0.082, 0.330, 0.391, 0.356, 0.324, 0.426, 0.352, 0.366, 0.498, 0.252]}

Entry 10:
{"formula": "C7H11N3O", "method": "wB97M-V/def2-TZVPD", "e_above_lowest_kcal_mol": 114.78, "e_homo_ev": -8.732, "homo_lumo_gap_ev": 9.446, "e_lumo_ev": 0.714, "symbols": ["C", "C", "C", "C", "C", "C", "C", "N", "N", "N", "O", "H", "H", "H", "H", "H", "H", "H", "H", "H", "H", "H"], "xyz": [[-3.94790, -0.55214, 0.76692], [-2.51803, -0.99651, 0.53256], [0.84878, -0.89459, 1.21253], [1.97584, -1.20576, 0.25196], [1.44428, 0.15820, 0.37817], [0.71540, 2.29821, -0.51243], [0.63716, 0.77653, -0.63688], [-4.46509, 0.04280, -0.23778], [-2.40171, -0.59307, -0.70140], [-3.58728, -0.02880, -1.25321], [0.18635, 0.19044, -1.57946], [-4.63636, -0.62294, 1.62487], [-0.20483, -1.03492, 0.96066], [1.05506, -1.02039, 2.27847], [2.97404, -1.49460, 0.66922], [1.60712, -1.77117, -0.60093], [2.12731, 0.80184, 0.92444], [-0.01663, 2.94531, -1.09344], [1.75259, 2.48413, -0.56708], [0.46904, 2.49157, 0.52312], [-3.43575, 0.75370, -1.90533], [-1.50174, -0.60618, -1.28371]], "mulliken_charge": [-0.185, -0.578, -0.232, -0.592, 0.091, -1.404, 0.706, -0.451, 0.216, -0.171, -0.703, 0.407, 0.025, 0.265, 0.244, 0.252, 0.386, 0.305, 0.378, 0.421, 0.273, 0.347]}

Entry 11:
{"formula": "C7H11N3O2", "method": "wB97M-V/def2-TZVPD", "e_above_lowest_kcal_mol": 45.34, "e_homo_ev": -8.811, "homo_lumo_gap_ev": 9.240, "e_lumo_ev": 0.429, "symbols": ["C", "C", "C", "C", "C", "C", "C", "N", "N", "N", "O", "O", "H", "H", "H", "H", "H", "H", "H", "H", "H", "H", "H"], "xyz": [[-0.29826, 2.22550, -0.55198], [-2.15581, 1.25084, 0.72424], [0.51062, 0.62169, 1.90458], [-1.43109, 2.53380, 0.35461], [0.25850, 0.22622, 0.46846], [-0.12377, -1.67146, -0.94883], [2.02189, -1.32952, 0.10163], [0.38496, 1.15737, -0.51596], [-1.65485, 0.13611, 0.92072], [0.58166, -1.12232, 0.19564], [0.51193, -0.41616, 2.73326], [0.66444, 1.76021, 2.26092], [-0.08511, 2.90230, -1.37147], [-3.23550, 1.35291, 0.83552], [-1.03221, 2.91709, 1.29965], [-2.11662, 3.26251, -0.07367], [-1.17948, -1.43881, -0.83859], [0.23823, -1.26658, -1.90292], [0.00607, -2.75362, -0.94681], [2.43878, -0.88728, -0.81099], [2.52203, -0.88417, 0.96133], [2.21522, -2.40119, 0.09551], [0.30621, -1.22383, 2.22235]], "mulliken_charge": [-0.219, -0.001, 0.532, -0.757, 0.829, -1.026, -1.011, -0.609, -0.614, -0.050, -0.548, -0.613, 0.432, 0.432, 0.271, 0.419, 0.365, 0.330, 0.354, 0.369, 0.306, 0.377, 0.431]}

Entry 12:
{"formula": "C7H11N4O4", "method": "wB97M-V/def2-TZVPD", "charge": 1, "e_above_lowest_kcal_mol": 88.94, "e_homo_ev": -13.902, "homo_lumo_gap_ev": 8.206, "e_lumo_ev": -5.696, "symbols": ["C", "C", "C", "C", "C", "C", "C", "N", "N", "N", "N", "O", "O", "O", "O", "H", "H", "H", "H", "H", "H", "H", "H", "H", "H", "H"], "xyz": [[-1.46851, -0.55947, 0.17318], [-1.47203, -1.91943, 0.10380], [0.50841, -1.19318, -0.53363], [1.89468, -1.29589, -0.89219], [1.70415, 1.94622, -0.37614], [-0.87087, 2.63539, -0.30550], [0.34977, 1.77574, 0.17965], [-0.29667, -0.10386, -0.27414], [-0.20048, -2.30319, -0.27462], [-2.52228, -2.89595, 0.60324], [0.30757, 1.20434, 1.53085], [-3.63174, -2.38258, 0.76184], [-2.11585, -3.98250, 0.81194], [-0.72979, 1.37897, 2.09308], [1.24995, 0.59708, 1.94204], [-2.12257, 0.03599, 0.72928], [2.57416, -1.64163, -0.11760], [2.02942, -2.10310, -1.63629], [2.21860, -0.38224, -1.33213], [2.35915, 1.32323, 0.16142], [2.11019, 2.94304, -0.18284], [1.75407, 1.73397, -1.51113], [-1.30663, 3.16222, 0.56882], [-0.60809, 3.42389, -0.97160], [-1.57646, 1.89043, -0.79607], [-0.13813, -3.28750, -0.45527]], "mulliken_charge": [-0.450, -0.112, 0.452, -1.414, -1.703, -1.167, 1.460, -0.132, -0.027, 0.944, 1.069, -0.506, -0.541, -0.574, -0.569, 0.591, 0.324, 0.459, 0.298, 0.537, 0.417, 0.335, 0.335, 0.419, 0.284, 0.268]}

Q: Which calculated total energy values were calculated for the entries above? A: -8925.240 -10409.951 -10407.732 -10405.477 -12448.124 -14510.353 -21242.227 -21245.411 -11906.688 -13950.593 -16000.892 -21573.009, in eV.